[1]
Computed, not measured: the molecule C2H3NO2 in a non-equilibrium geometry, with ωB97M-V/def2-TZVPD.

Last column: natural (NBO) charge in e.
Positions of all 8 atoms, in Å:
H: -2.91 -0.40 -0.16  0.3036
O: 2.58 0.16 0.01  -0.4913
N: -2.12 0.40 -0.05  -0.2074
O: -0.99 -0.28 0.04  -0.2845
H: 1.38 -1.44 0.11  0.1358
C: 1.44 -0.32 0.05  0.2283
C: 0.30 0.43 0.11  0.1179
H: 0.33 1.45 -0.12  0.1976

Output
- Spin multiplicity: 1
- Net charge: 0
- DFT total energy: -7702.469 eV
- Gap between HOMO and LUMO (spin up / spin down): 9.460 / 8.244 eV
- Energy relative to the best compared isomer or geometry (same formula, charge and spin): 5.374 eV



[2]
Computed, not measured: a cluster of 9 separate species, C28H56O10S in total in a non-equilibrium geometry, with ωB97M-V/def2-TZVPD.

Last column: Löwdin charge in e.
Positions of all 95 atoms, in Å:
H: -3.63 1.33 -2.05  0.1050
C: -1.75 2.83 2.06  -0.4597
H: 0.01 -2.55 -3.15  0.0813
H: -4.69 1.30 0.74  0.1137
H: -0.63 3.07 3.77  0.0765
H: 3.82 -5.52 2.03  0.0806
O: -1.54 -2.59 -6.15  0.0727
H: 0.36 -4.67 -4.40  0.0752
C: -0.24 -3.95 3.95  -0.0116
H: -1.07 0.31 -0.26  0.0407
C: 3.78 -2.28 3.32  -0.0233
O: 4.22 1.12 3.74  0.0630
H: 0.60 0.53 1.34  0.0593
H: 0.53 -0.85 2.46  0.0827
H: -1.71 1.77 3.95  0.0745
C: -0.77 -0.69 -0.55  -0.0140
H: -6.72 0.19 -0.16  0.1106
H: 0.13 -1.68 -7.73  0.0864
H: -2.31 3.52 4.05  0.0893
H: -2.89 2.14 -0.66  0.0722
H: 1.38 -1.32 -3.18  0.0641
H: -5.97 0.13 -1.78  0.1128
O: -2.17 -3.54 2.58  0.0764
H: -1.67 4.95 1.43  0.0891
C: -6.50 2.16 -1.13  -0.2080
C: -1.13 4.01 1.33  -0.0065
H: 3.06 -1.94 2.58  0.0422
H: -1.62 -1.16 4.07  0.0721
H: 1.33 -2.62 -2.04  0.0760
H: 3.32 2.14 -2.77  0.0924
H: 2.87 2.23 1.79  0.0753
H: 1.99 2.38 3.22  0.0789
O: -4.91 3.46 -2.85  -0.3444
H: 5.92 2.95 4.51  0.0851
C: 1.93 -3.18 -4.01  -0.4855
C: 2.24 1.95 -2.84  -0.0035
H: 0.58 -3.22 4.03  0.0724
H: 5.03 4.29 3.73  0.0775
C: -4.63 0.83 -0.25  -0.2453
H: 1.92 2.56 -3.68  0.0994
H: 2.10 0.88 -2.93  0.0679
C: 0.28 -1.31 0.34  -0.4617
C: 3.58 -4.46 1.99  -0.0266
C: 0.09 -1.05 -6.84  -0.0258
C: 2.00 3.91 -1.22  -0.0244
C: -6.04 0.69 -0.84  -0.1948
C: 4.07 2.31 3.57  -0.4968
H: -1.24 3.71 0.27  0.0684
H: -2.48 -0.71 -4.57  0.0905
H: 1.94 -5.29 -3.96  0.0885
H: 4.25 -4.06 1.22  0.0870
H: -0.11 -0.08 -7.30  0.0832
C: 0.87 -0.53 1.47  -0.0025
C: 3.79 -3.80 3.33  -0.5058
C: -1.51 -3.19 3.52  -0.5078
H: -0.42 -4.33 4.95  0.0847
H: 2.69 3.97 -0.37  0.0787
C: -1.67 2.78 3.57  -0.0040
H: -1.66 -2.22 5.51  0.0796
O: 0.70 1.97 -1.01  0.0632
O: -2.09 1.88 1.40  0.0422
H: -0.42 -0.58 -1.58  0.0568
H: -1.65 -1.34 -0.56  0.0948
H: -4.20 -0.15 -0.06  0.1159
H: 2.58 -4.35 1.56  0.0740
H: 4.37 3.54 5.16  0.0988
H: 0.07 -4.71 3.24  0.0809
C: 1.08 -2.36 -3.07  -0.0255
O: 3.03 -2.80 -4.36  0.0487
O: -4.89 4.20 -0.49  -0.3236
C: -3.83 1.80 -1.08  -0.2382
H: -1.27 0.47 -5.31  0.0848
H: -3.05 -2.09 4.52  0.0861
H: 2.85 3.84 2.52  0.0721
C: 1.62 2.50 -1.60  -0.4776
H: -7.18 2.21 -1.98  0.0960
H: 1.09 -1.19 -6.42  0.0857
H: 4.76 -1.90 3.02  0.0928
H: 3.50 -1.86 4.28  0.0833
C: 1.42 -4.51 -4.54  -0.0165
C: -1.01 -1.52 -5.94  -0.5211
C: -1.47 -0.54 -4.93  -0.0202
H: -0.82 -0.50 -4.05  0.0607
C: -1.96 -2.12 4.47  -0.0269
C: 4.94 3.34 4.24  -0.0175
C: 2.89 2.77 2.74  -0.0224
H: -7.10 2.52 -0.29  0.0994
H: 1.95 -0.67 1.47  0.0716
H: 1.71 -4.68 -5.57  0.0838
H: 2.60 4.50 -1.92  0.0828
H: -0.04 4.02 1.29  0.0697
O: 0.55 -2.49 0.19  0.0436
O: 4.09 -4.44 4.30  0.0710
H: 1.14 4.51 -0.95  0.0784
S: -4.98 3.13 -1.43  0.6784

Output
- Spin multiplicity: 1
- Net charge: 0
- DFT total energy: -61252.400 eV
- Gap between HOMO and LUMO: 9.510 eV
- SMILES string: O=S1(=O)CCCC1.CC(C)=O.CC(C)=O.CC(C)=O.CC(C)=O.CC(C)=O.CC(C)=O.CC(C)=O.CC(C)=O
- Energy relative to the best compared isomer or geometry (same formula, charge and spin): 0.991 eV



[3]
Computed, not measured: the molecule C4H5NO in a non-equilibrium geometry, with ωB97M-V/def2-TZVPD.

Last column: natural (NBO) charge in e.
Positions of all 11 atoms, in Å:
N: -1.72 1.54 -0.10  -0.6796
C: -0.64 -0.38 0.87  -0.2573
H: 2.14 0.11 0.08  0.1986
H: -1.63 2.19 -0.88  0.3479
H: -1.40 -0.67 1.58  0.2354
C: 0.37 -1.13 0.45  -0.1875
H: 1.61 -0.79 -1.35  0.1991
O: 0.42 0.82 -0.78  -0.4964
C: -0.71 0.80 0.01  0.5152
H: 0.31 -2.19 0.58  0.2285
C: 1.25 -0.30 -0.44  -0.1040

Output
- Spin multiplicity: 1
- Net charge: 0
- DFT total energy: -7765.428 eV
- Gap between HOMO and LUMO: 10.265 eV
- SMILES string: [H]/N=C1/C=CCO1
- Energy relative to the best compared isomer or geometry (same formula, charge and spin): 1.099 eV



[4]
Computed, not measured: a cluster of 2 separate species, C9H20OSi in total in a non-equilibrium geometry, with ωB97M-V/def2-TZVPD.

Last column: natural (NBO) charge in e.
Positions of all 31 atoms, in Å:
Si: 0.72 -0.52 -1.39  1.5910
C: -1.89 -2.17 1.68  -0.6637
C: 1.54 -2.20 -1.90  -1.0882
H: 1.20 1.63 1.63  0.2184
H: 1.55 1.66 -1.04  0.2176
H: 2.47 -2.23 -2.55  0.2440
H: -1.41 3.27 1.28  0.2534
C: -0.85 -1.57 0.84  -0.0436
C: -1.23 2.32 0.78  -0.7457
H: -1.60 0.00 -0.35  0.2098
C: -0.95 1.28 1.79  0.6158
H: -2.13 -3.11 1.22  0.2299
H: -2.06 2.03 0.06  0.2369
H: 2.17 0.59 0.24  0.2305
O: -1.78 0.65 2.38  -0.5632
H: 0.15 -2.06 1.05  0.1656
C: 2.09 0.70 -0.83  -1.0944
H: -1.61 -2.38 2.66  0.2299
H: 1.02 0.51 -3.63  0.2392
C: 0.18 0.41 -2.94  -1.1052
H: -2.84 -1.63 1.60  0.2264
C: 0.46 1.45 2.41  -0.7258
H: -0.06 1.44 -2.60  0.2224
H: 2.90 0.63 -1.55  0.2417
H: 0.84 -2.86 -2.34  0.2307
H: 0.79 0.69 3.15  0.2310
H: -0.74 0.00 -3.41  0.2344
H: 0.39 2.34 3.00  0.2301
H: -0.45 2.45 -0.11  0.2297
H: 1.84 -2.71 -1.00  0.2287
C: -0.73 -0.60 -0.13  -0.7271

Output
- Spin multiplicity: 1
- Net charge: 0
- DFT total energy: -19581.028 eV
- Gap between HOMO and LUMO: 9.987 eV
- SMILES string: C/C=C/[Si](C)(C)C.CC(C)=O
- Energy relative to the best compared isomer or geometry (same formula, charge and spin): 2.053 eV